Entry from OMol25: a structure of composition C43H41BrIN7OS3V (ωB97M-V with the def2-TZVPD basis set).

Computed properties:
net charge	-2
multiplicity	4
LUMO (spin up / spin down)	3.1 / 3.1	eV
HOMO level (spin up / spin down)	-0.879 / -2.964	eV
Kohn-Sham gap (spin up / spin down)	4.0 / 6.1	eV
E	-7132.00738	Ha

Cartesian coordinates (Å):
H -0.4547 5.6891 -0.9462
C -8.1417 -4.7220 0.7581
C -0.9344 -1.5930 -4.9147
H 3.6435 6.6176 -0.3406
N -7.9599 -1.0991 1.4765
H 6.2339 -5.5156 2.4880
H 5.3209 -4.1106 1.1445
I -3.5849 4.6798 -2.3317
H -1.8403 3.0921 1.3178
H -1.1755 -0.7374 0.6924
H -7.1604 -2.9919 -0.0911
N -2.5860 3.0925 0.6161
H 2.6272 4.3879 -2.8873
C 4.6948 0.8225 0.8574
H 3.1867 0.2600 3.1496
H 5.9809 -7.0715 4.4108
C 5.1419 -6.4996 4.0617
H 4.7255 -0.1869 1.2133
N 4.0017 -6.6139 4.7879
N 1.9378 2.3706 -0.0261
H -9.4102 -2.1693 3.4027
O -1.1009 2.1682 -0.8205
H 2.1503 1.1779 1.9827
H 5.4639 3.9783 2.3586
H -1.8316 -2.1331 -4.7896
C -8.3652 -2.4728 1.5791
C 2.5670 1.3377 -3.0010
H -3.5533 3.2380 0.8604
C 1.0804 -3.1660 1.4795
C 1.3931 0.6092 -2.6782
C 4.2908 -4.0931 1.4629
H 1.3197 -4.1149 1.9495
C 2.9661 -5.9878 4.2259
H 3.0829 1.8893 -2.2332
H -0.5610 -2.1250 -6.9593
C -2.2248 2.6717 -0.5698
C 3.5767 -3.1259 0.7875
H 1.1018 5.2060 -3.1924
C -0.1986 -1.2368 0.8182
C 0.3491 5.2250 -0.3883
C 3.8880 3.1587 1.2749
C -6.3686 0.3368 1.3938
H 2.0038 -6.1230 4.7711
H 5.4654 6.2402 1.3982
H 3.1000 0.6243 -6.2945
C 2.6178 0.6380 -5.3319
H -9.1709 -6.2056 1.9491
C -3.2666 2.7152 -1.6202
C 2.8575 3.3090 0.2849
C 5.3082 -5.6580 3.0113
H 0.1026 4.2121 -0.0666
C 3.0992 1.4143 -4.3147
N -6.6295 -0.9026 1.5757
H -4.2267 2.2645 -1.2554
H 2.7004 1.9101 3.4434
H -7.7637 -5.4259 -0.0001
C 4.1815 1.8088 1.9414
C 3.0354 1.2266 2.6824
C -0.1776 -1.5902 -6.1073
H 5.0336 1.9908 2.6521
N 0.8801 -0.6877 0.2225
C -8.8712 -5.1439 1.8554
C -8.8129 -0.1236 1.2567
S -7.8281 1.3058 1.0672
S -10.4849 -0.1737 1.1048
C 2.0322 -1.3794 0.1488
H 0.4605 5.7965 0.5290
C 4.7190 5.4595 1.1019
C 2.8220 4.6498 -0.2141
H 4.1617 -2.4618 0.1640
C 1.4849 -0.1404 -5.1250
C 3.7305 5.6574 0.1823
N 2.9280 -5.2494 3.1082
C 1.7247 5.2134 -1.1288
H 4.0188 0.8441 -0.0142
C -9.0647 -2.9160 2.7042
H 1.9770 6.2743 -1.3478
Br -1.4937 -0.9426 -2.2601
C -0.1052 -2.4571 1.4665
V 0.7851 1.2055 -0.7232
C 1.6051 4.5135 -2.4886
C -9.2579 -4.2704 2.8680
H -2.9175 2.1921 -2.5075
C -0.4614 -0.8424 -3.8711
H 2.8438 -0.9217 -0.3621
C 4.7648 4.1865 1.5974
H 1.4520 -0.7346 -7.1744
H -9.6656 -4.6286 3.7941
H 5.6563 1.1093 0.4994
H 1.0952 3.5823 -2.3396
C 4.0865 -4.9581 2.5276
H 3.8272 2.1720 -4.5582
C -7.8473 -3.3802 0.6826
H -1.0064 -2.8591 1.9138
S -4.8051 1.0291 1.4066
C 2.2776 -2.6168 0.8656
C 0.9558 -0.8481 -6.2142
C 0.7902 -0.1467 -3.8363

Entry from OMol25: the molecule C2H4ClN (ωB97M-V with the def2-TZVPD basis set).

Computed properties:
net charge	0
LUMO	0.9	eV
HOMO level	-10.539	eV
Kohn-Sham gap	11.4	eV
E	-593.52772	Ha
SMILES	[H]/N=C(/C)Cl

Cartesian coordinates (Å):
Cl -1.9838 0.4450 0.2488
H 0.7371 1.1346 -0.9889
H -0.9095 -2.2164 -0.4063
C 0.6364 0.7157 0.1236
C -0.2712 -0.4064 0.0182
N -0.1143 -1.6050 -0.2199
H 1.7029 0.4126 0.5262
H 0.2023 1.5200 0.6984

Entry from OMol25: a structure of composition C5H10O (ωB97M-V with the def2-TZVPD basis set).

Computed properties:
net charge	0
LUMO	0.9	eV
HOMO level	-9.331	eV
Kohn-Sham gap	10.2	eV
E	-271.60639	Ha

Cartesian coordinates (Å):
H -2.1309 -0.6824 0.1126
H 0.3931 -1.9390 -0.3717
H 0.0091 -0.3353 -1.6400
H 1.2684 1.1909 1.5260
H 1.9785 -1.2367 0.0279
C 1.0103 -1.4186 0.4091
C -0.7448 0.2686 1.0101
C -0.1707 1.1389 -0.1064
C 0.7273 0.4128 0.8638
C -0.1239 0.7353 -1.5563
H -1.0890 0.6523 1.9614
H 1.0523 -2.1851 1.2198
H -1.0613 0.9886 -2.0330
O -1.4104 -0.9747 0.6896
H 0.6878 1.1829 -2.1488
H -0.3959 2.2015 0.0359

Entry from OMol25: a structure of composition C5H11N3 (ωB97M-V with the def2-TZVPD basis set).

Computed properties:
net charge	0
LUMO (spin up / spin down)	-0.4 / -0.4	eV
HOMO level (spin up / spin down)	-7.980 / -7.981	eV
Kohn-Sham gap (spin up / spin down)	7.6 / 7.6	eV
E	-361.22579	Ha

Cartesian coordinates (Å):
N 1.6707 -0.2708 -0.1625
H 0.5703 2.1598 0.2851
C -0.6005 -0.1461 2.5350
H 1.2071 0.6847 -4.1763
C 1.1821 0.6284 -1.0488
H -0.1550 0.7673 2.9041
H 1.9783 -1.1438 -0.5710
H -0.7201 -0.9423 3.2701
H -1.0778 -1.9159 -0.1618
H -0.1495 2.2496 -1.3400
H -2.5979 -1.2155 0.2799
N 1.4147 0.2934 -2.3888
C 0.2932 1.6004 -0.5996
H -0.6541 0.6952 0.4188
C -1.6193 -1.4917 0.6826
H 0.9916 -0.4057 0.6471
H -1.7534 -2.2864 1.4215
N 0.9273 1.0536 -3.2550
C -0.9078 -0.3143 1.2595

Entry from OMol25: a structure of composition C3H9O4 (ωB97M-V with the def2-TZVPD basis set).

Computed properties:
net charge	0
multiplicity	2
LUMO (spin up / spin down)	-0.1 / -3.9	eV
HOMO level (spin up / spin down)	-9.744 / -9.742	eV
Kohn-Sham gap (spin up / spin down)	9.7 / 5.9	eV
E	-420.47678	Ha

Cartesian coordinates (Å):
C 0.2224 -0.8085 -0.2636
O -0.4838 1.4743 1.9697
H -1.6516 -1.1416 -1.3098
H 0.7332 0.5537 1.0365
H -2.5213 1.3647 -0.4093
H -0.8139 1.4891 0.1578
H 3.0539 -0.6956 -0.5433
H 2.2314 -1.9038 -0.4562
C -1.1880 -0.4355 -0.6381
H -0.8827 1.5539 2.8577
H -0.8620 -0.6219 0.5126
H -1.1678 1.4264 -1.5828
O 0.6223 -1.9546 -0.4057
O 3.2069 -1.6430 -0.4667
C -1.4838 1.0667 -0.5886
O 0.9847 0.2758 0.1296

Entry from OMol25: a cluster of 2 separate species, C6H14N2O2 in total (ωB97M-V with the def2-TZVPD basis set).

Computed properties:
net charge	0
LUMO	0.6	eV
HOMO level	-9.414	eV
Kohn-Sham gap	10.0	eV
E	-496.97733	Ha
SMILES	CN(C)C=O.CN(C)C=O

Cartesian coordinates (Å):
H -2.3573 0.1031 0.3497
H -2.0195 -0.3906 -1.8165
H 0.4613 -2.5985 -0.3606
H 1.9768 0.5230 -1.5116
O -0.2683 -2.5343 1.5883
H -3.3449 -1.3092 -0.1394
H 0.1096 1.2598 1.9093
C 0.5656 2.4886 -0.2234
H 1.3262 -0.0535 1.8435
N -1.3289 -1.6424 -0.3072
O -0.1068 3.2635 0.4727
N 1.2726 1.4506 0.2428
H 2.6485 -0.0809 0.0355
C -0.3591 -2.3001 0.3363
H 1.8411 1.6283 2.1838
H -1.1893 -1.8929 -2.3293
H -0.2333 -0.5000 -1.7334
C -2.4571 -0.9922 0.4333
H 0.5907 2.5703 -1.3371
H -2.6117 -1.2514 1.4942
C -1.1723 -1.0636 -1.6023
C 1.1387 1.0066 1.6035
C 2.3249 0.8223 -0.5087
H 3.1925 1.4937 -0.6233